Computed, not measured: a 13-piece molecular cluster, C58H116N15O15P3 overall, with ωB97M-V/def2-TZVPD.

Values from the calculation:
Strongest force on any atom   2.4 eV/A
Net charge   0
HOMO energy   -0.29152 hartree
Molecular weight   1356.58 g/mol
Kohn-Sham gap   7.899 eV

```
207
C58H116N15O15P3 ωB97M-V/def2-TZVPD
N 2.94 -3.58 -1.46
C 3.75 -2.66 -0.83
C 5.05 -2.87 -1.24
C 5.05 -3.96 -2.14
C 3.74 -4.40 -2.21
H 1.94 -3.67 -1.38
H 3.31 -1.84 -0.29
H 5.93 -2.31 -0.97
H 5.93 -4.25 -2.70
H 3.28 -5.18 -2.81
N -4.32 0.18 2.99
C -3.59 1.01 3.81
C -4.48 1.84 4.44
C -5.74 1.62 3.88
C -5.63 0.54 3.02
H -4.02 -0.70 2.59
H -2.55 0.86 4.02
H -4.14 2.56 5.18
H -6.70 2.08 4.03
H -6.39 0.02 2.48
N -4.93 -3.29 1.32
C -5.92 -2.79 0.52
C -5.44 -1.71 -0.16
C -4.09 -1.55 0.22
C -3.80 -2.50 1.19
H -5.01 -3.98 2.03
H -6.94 -3.16 0.56
H -6.09 -1.04 -0.70
H -3.53 -0.63 0.10
H -2.97 -2.59 1.88
N -0.55 -7.03 3.71
C 0.21 -7.87 2.95
C 1.49 -7.89 3.48
C 1.48 -7.06 4.64
C 0.19 -6.60 4.76
H -1.53 -6.85 3.58
H -0.16 -8.29 2.03
H 2.31 -8.49 3.12
H 2.30 -6.83 5.30
H -0.20 -5.98 5.56
N -0.49 -2.26 -2.30
C 0.35 -1.36 -2.85
C -0.28 -0.66 -3.84
C -1.61 -1.11 -3.79
C -1.73 -2.15 -2.92
H -0.25 -2.93 -1.60
H 1.36 -1.26 -2.48
H 0.17 0.14 -4.41
H -2.44 -0.63 -4.31
H -2.53 -2.71 -2.47
N -0.68 2.16 5.59
C 0.51 2.10 4.96
C 0.90 0.77 4.91
C -0.11 0.03 5.60
C -1.04 0.94 6.08
H -1.18 3.00 5.83
H 1.05 2.98 4.67
H 1.73 0.46 4.30
H -0.24 -1.04 5.56
H -1.95 0.86 6.64
O -5.20 1.77 -1.30
P -5.88 3.07 -1.12
N -7.44 2.95 -0.53
C -8.46 2.38 -1.41
C -7.58 2.52 0.87
N -6.06 4.07 -2.48
C -5.20 3.84 -3.63
C -7.06 5.14 -2.56
N -5.08 4.04 0.00
C -5.53 5.33 0.46
C -4.14 3.41 0.93
H -8.95 3.17 -1.97
H -9.21 1.76 -0.92
H -7.96 1.69 -2.10
H -8.49 2.81 1.38
H -6.75 3.00 1.40
H -7.42 1.44 0.98
H -4.25 4.38 -3.48
H -4.96 2.79 -3.78
H -5.67 4.29 -4.51
H -6.61 5.88 -3.23
H -7.96 4.72 -3.02
H -7.29 5.57 -1.60
H -6.62 5.41 0.42
H -5.24 5.57 1.48
H -5.18 6.14 -0.19
H -4.61 3.18 1.89
H -3.30 4.07 1.14
H -3.78 2.46 0.53
O -2.07 6.25 -2.90
P -1.37 5.52 -3.99
N 0.24 5.96 -4.14
C 0.78 6.99 -3.25
C 1.15 5.43 -5.12
N -1.96 5.72 -5.56
C -3.25 5.19 -5.94
C -1.53 6.90 -6.32
N -1.41 3.84 -3.73
C -0.88 2.92 -4.72
C -1.94 3.23 -2.51
H 0.41 6.94 -2.23
H 0.59 7.98 -3.70
H 1.87 6.96 -3.36
H 1.75 6.20 -5.60
H 0.62 4.93 -5.93
H 1.91 4.76 -4.72
H -3.42 4.19 -5.55
H -4.09 5.82 -5.60
H -3.39 5.22 -7.02
H -1.69 6.68 -7.38
H -2.13 7.79 -6.11
H -0.47 7.06 -6.16
H -0.78 3.37 -5.70
H 0.07 2.46 -4.43
H -1.57 2.07 -4.78
H -1.98 4.01 -1.75
H -1.21 2.50 -2.17
H -2.93 2.83 -2.69
O 5.09 3.18 0.09
P 3.74 3.32 -0.46
N 3.29 2.16 -1.58
C 2.02 2.14 -2.28
C 3.84 0.83 -1.30
N 3.50 4.73 -1.34
C 3.48 6.01 -0.62
C 4.16 4.81 -2.63
N 2.49 3.37 0.67
C 1.12 3.80 0.46
C 2.79 2.77 1.98
H 2.16 1.57 -3.20
H 1.66 3.14 -2.56
H 1.28 1.71 -1.59
H 3.70 0.14 -2.13
H 3.28 0.37 -0.47
H 4.87 0.90 -0.96
H 3.13 5.82 0.40
H 4.50 6.41 -0.60
H 2.80 6.68 -1.13
H 5.25 4.72 -2.52
H 3.73 4.11 -3.34
H 3.96 5.79 -3.09
H 0.80 4.53 1.21
H 0.93 4.10 -0.57
H 0.48 2.93 0.66
H 3.72 3.19 2.35
H 2.90 1.68 1.84
H 1.95 2.89 2.67
C -1.03 0.49 1.67
C -0.56 -0.37 0.51
O 0.78 -0.82 0.61
C 1.08 -1.91 1.29
O 2.16 -2.29 1.61
O -0.06 -2.57 1.65
C 0.12 -3.72 2.47
H -1.22 -0.11 2.56
H -1.88 1.11 1.40
H -0.23 1.16 2.01
H -0.68 0.23 -0.40
H -1.21 -1.23 0.37
H 0.84 -4.37 1.96
H -0.77 -4.35 2.43
H 0.32 -3.51 3.51
C 4.92 -10.18 3.94
C 5.58 -9.13 3.11
O 4.78 -7.93 3.21
C 5.20 -6.89 2.50
O 6.19 -6.85 1.83
O 4.41 -5.85 2.82
C 4.52 -4.68 2.01
H 5.13 -9.99 4.99
H 5.35 -11.16 3.74
H 3.84 -10.30 3.83
H 5.59 -9.35 2.04
H 6.65 -8.98 3.31
H 3.50 -4.29 1.96
H 4.71 -4.90 0.96
H 5.24 -3.99 2.43
C 10.84 -0.32 2.53
C 9.57 0.15 1.84
O 8.47 -0.43 2.53
C 7.36 -0.67 1.85
O 7.08 -0.37 0.72
O 6.51 -1.27 2.67
C 5.17 -1.47 2.20
H 11.06 -1.30 2.11
H 10.81 -0.43 3.61
H 11.71 0.24 2.20
H 9.55 -0.04 0.76
H 9.46 1.24 1.89
H 4.61 -1.85 3.05
H 5.10 -2.14 1.35
H 4.78 -0.50 1.89
C -3.15 -5.39 -1.47
C -2.53 -5.29 -0.11
O -1.46 -6.24 0.05
C -0.27 -5.78 -0.29
O -0.02 -4.70 -0.76
O 0.63 -6.71 -0.01
C 1.99 -6.32 -0.08
H -3.97 -4.67 -1.59
H -3.62 -6.35 -1.67
H -2.41 -5.20 -2.26
H -3.28 -5.44 0.67
H -2.19 -4.27 0.05
H 2.19 -5.31 0.25
H 2.38 -6.31 -1.10
H 2.59 -7.00 0.52
```

---

Computed, not measured: C41H30ClN4NiO5S3 as an isolated structure, with ωB97M-V/def2-TZVPD.

Values from the calculation:
Strongest force on any atom   3.5 eV/A
Net charge   -1
<S²>   2.00
Spin multiplicity   3
HOMO energy (spin up / spin down)   -0.13836 / -0.13753 hartree
Molecular weight   849.06 g/mol
Kohn-Sham gap (spin up / spin down)   5.599 / 5.576 eV

```
85
C41H30ClN4NiO5S3 ωB97M-V/def2-TZVPD
Ni 13.34 15.23 15.13
O 17.58 18.22 11.91
C 16.69 17.81 12.59
C 15.45 16.98 12.11
O 15.24 16.57 10.97
C 14.83 16.52 13.30
C 15.38 17.07 14.48
O 15.04 16.70 15.59
C 16.58 17.91 14.10
O 17.34 18.46 14.83
O 13.87 15.66 13.33
N 11.52 14.57 14.31
S 11.21 14.82 12.91
N 11.65 13.68 11.71
S 12.74 12.68 11.97
N 14.09 13.08 12.46
S 14.96 12.76 13.85
N 14.22 13.33 15.09
C 16.41 13.79 13.47
C 16.92 13.84 12.14
C 17.89 14.72 11.77
C 18.54 15.50 12.72
C 18.08 15.38 14.09
C 17.05 14.52 14.47
C 14.17 12.38 16.20
C 12.89 12.04 16.75
C 12.88 11.11 17.74
C 14.04 10.57 18.27
C 15.23 10.94 17.73
C 15.30 11.82 16.71
C 12.22 11.39 12.94
C 11.01 11.32 13.62
C 10.82 10.32 14.64
C 11.85 9.44 14.89
C 12.92 9.33 14.04
C 13.16 10.33 13.10
C 12.84 12.04 10.28
C 13.81 12.54 9.43
C 14.01 11.88 8.19
C 13.09 10.86 7.79
C 11.95 10.58 8.55
C 11.83 11.18 9.79
C 11.65 16.39 12.06
C 11.41 17.49 12.88
C 11.62 18.73 12.37
C 12.06 18.82 11.02
C 12.44 17.70 10.30
C 12.28 16.44 10.84
C 9.40 14.77 12.59
C 8.77 14.58 11.32
C 7.36 14.51 11.22
C 6.64 14.69 12.39
C 7.23 15.01 13.64
C 8.63 14.95 13.75
H 16.44 13.30 11.31
H 18.36 14.69 10.79
H 19.36 16.19 12.49
H 18.50 16.18 14.67
H 16.66 14.59 15.43
H 12.02 12.56 16.29
H 11.97 10.62 18.15
H 14.17 10.01 19.16
H 16.17 10.62 18.16
H 16.24 12.14 16.36
H 10.40 12.20 13.59
H 10.01 10.34 15.37
H 11.85 8.83 15.73
H 13.81 8.75 14.30
H 14.12 10.33 12.56
H 14.34 13.38 9.74
H 14.77 12.26 7.54
H 13.12 10.32 6.82
H 11.20 9.90 8.14
H 10.96 10.95 10.48
H 11.15 17.28 13.92
H 11.55 19.69 12.96
H 12.26 19.83 10.64
H 12.92 17.80 9.35
H 12.53 15.57 10.33
H 9.35 14.65 10.43
H 6.83 14.39 10.31
H 5.55 14.81 12.37
H 6.59 15.22 14.46
H 9.19 15.03 14.70
Cl 12.48 15.63 17.19
```

---

Computed, not measured: C34H44FN3O6Pd as an isolated structure, with ωB97M-V/def2-TZVPD.

Values from the calculation:
Strongest force on any atom   1.6 eV/A
Net charge   0
HOMO energy (spin up / spin down)   -0.27604 / -0.28460 hartree
Molecular weight   716.16 g/mol
Energy above the lowest of the compared OMol25 structures with the same formula, charge and spin   96.7 kJ/mol
Kohn-Sham gap (spin up / spin down)   5.370 / 5.899 eV

```
89
C34H44FN3O6Pd ωB97M-V/def2-TZVPD
Pd 1.11 -0.40 -1.16
C -2.12 -2.14 5.35
C -1.61 -0.74 4.96
C -2.81 0.13 4.59
C -0.91 -0.09 6.17
C -0.62 -0.87 3.81
C -0.85 -0.32 2.59
C 0.09 -0.50 1.54
N -0.05 0.05 0.34
C -0.71 1.16 -0.11
C -2.04 1.56 0.08
C -2.55 2.59 -0.67
C -1.73 3.22 -1.64
C -0.41 2.89 -1.87
C 0.15 1.89 -1.03
O 1.42 1.60 -1.01
C 0.41 3.54 -2.99
C 1.54 4.39 -2.37
C 1.02 2.45 -3.89
C -0.46 4.45 -3.87
C -4.01 3.01 -0.45
C -4.93 1.79 -0.65
C -4.17 3.54 0.98
C -4.45 4.10 -1.43
C 1.35 -1.25 1.77
O 2.18 -1.31 0.86
C 1.55 -1.84 3.10
C 0.59 -1.64 4.02
C 2.82 -2.65 3.40
C 2.91 -3.85 2.44
C 4.06 -1.75 3.24
C 2.82 -3.18 4.83
H -2.83 -2.05 6.18
H -1.30 -2.79 5.67
H -2.62 -2.61 4.50
H -3.49 0.20 5.45
H -3.38 -0.30 3.76
H -2.51 1.15 4.32
H -1.61 -0.01 7.00
H -0.55 0.91 5.92
H -0.05 -0.68 6.51
H -1.74 0.26 2.39
H -2.67 1.01 0.76
H -2.17 3.99 -2.25
H 2.17 3.79 -1.72
H 1.12 5.22 -1.79
H 2.16 4.82 -3.16
H 1.91 2.01 -3.44
H 1.30 2.88 -4.86
H 0.31 1.65 -4.08
H -0.87 5.29 -3.30
H -1.28 3.90 -4.33
H 0.16 4.86 -4.67
H -4.77 1.03 0.12
H -4.77 1.33 -1.62
H -5.98 2.10 -0.59
H -3.90 2.78 1.72
H -5.21 3.84 1.16
H -3.53 4.41 1.14
H -4.36 3.78 -2.47
H -3.88 5.02 -1.29
H -5.51 4.33 -1.25
H 0.72 -2.07 5.00
H 2.93 -3.54 1.40
H 2.05 -4.52 2.59
H 3.82 -4.42 2.66
H 4.16 -1.39 2.22
H 4.96 -2.33 3.49
H 4.00 -0.90 3.91
H 1.98 -3.86 5.01
H 2.79 -2.38 5.57
H 3.74 -3.75 5.00
F 2.95 -1.17 -7.46
C 2.93 -2.21 -6.62
C 1.99 -2.30 -5.68
N 1.93 -3.36 -4.80
C 0.93 -3.38 -3.74
C 1.10 -2.26 -2.74
O 0.39 -2.27 -1.69
O 1.89 -1.30 -2.96
C 2.86 -4.39 -4.83
O 2.86 -5.33 -4.06
N 3.81 -4.24 -5.82
C 3.96 -3.22 -6.77
O 4.84 -3.23 -7.58
H 1.24 -1.53 -5.57
H 1.02 -4.33 -3.21
H -0.07 -3.32 -4.15
H 4.50 -4.98 -5.86
```